This record from the Open Molecules 2025 dataset describes a 8-piece molecular cluster, C33H34BF4O19 overall at a distorted geometry. The level of theory is wB97M-V/def2-TZVPD.

Results
E_tot: -3131.5177 a.u.
relative energy (zero: lowest compared OMol25 entry of this formula, charge and spin): 110.33 kJ/mol
charge: -1
lowest unoccupied orbital energy: -0.5 eV
HOMO-LUMO gap: 6.4 eV

Each line ends with the Löwdin charge.
Geometry (Å):
B  0.61585  0.21066  -0.30507  -1.379
F  -0.71344  -0.09935  -0.22947  0.159
F  1.06743  -0.06653  -1.59743  0.121
F  0.91352  1.45787  0.09930  0.194
F  1.31855  -0.76046  0.42515  0.103
C  -0.66761  -5.08730  3.09487  0.067
C  -1.90797  -4.18349  3.21608  -0.169
C  -1.85870  -2.74721  3.01264  -0.389
O  -2.82890  -1.99851  3.24981  0.046
C  -0.51845  -2.19642  2.67075  0.096
C  0.70299  -3.17719  2.40098  -0.107
C  0.59228  -4.63986  2.82484  -0.461
O  1.52969  -5.39431  2.83205  0.121
O  1.93825  -2.67683  2.10285  0.032
O  -3.06051  -4.66785  3.65414  0.073
H  -0.59364  -6.13393  3.24475  0.111
H  -0.50683  -1.02551  2.37610  0.154
H  1.78032  -1.84717  1.48149  0.116
H  -3.70132  -3.80211  3.56975  0.193
C  -2.57585  2.51448  -5.83785  0.148
C  -2.36305  3.84596  -5.07042  -0.173
C  -1.38184  3.84748  -3.98092  -0.391
O  -1.22008  4.82302  -3.24196  0.078
C  -0.60774  2.69422  -3.70669  0.096
C  -0.96683  1.43031  -4.38028  -0.157
C  -1.84707  1.32217  -5.46581  -0.381
O  -2.02322  0.23967  -6.05349  0.113
O  -0.33133  0.23583  -4.04162  0.076
O  -3.07115  4.90385  -5.36955  0.043
H  -3.21947  2.44311  -6.48990  0.013
H  0.14999  2.56687  -2.90209  0.138
H  -0.24704  0.36354  -3.07293  0.086
H  -3.21260  5.78195  -4.66284  0.268
C  1.79578  -6.04515  -1.92165  0.093
C  0.57947  -6.17156  -1.11338  -0.157
C  -0.18078  -5.02800  -0.74402  -0.436
O  -1.20504  -5.21295  -0.10334  0.097
C  0.40663  -3.77476  -0.82972  0.088
C  1.66236  -3.56014  -1.64765  -0.105
C  2.30929  -4.73368  -2.30407  -0.323
O  3.29442  -4.72536  -3.08973  0.075
O  2.28917  -2.41060  -1.89891  0.161
O  0.15494  -7.45062  -0.77966  0.082
H  2.54271  -6.77911  -2.32130  0.136
H  -0.07764  -2.89081  -0.28791  0.134
H  1.74786  -1.85049  -1.45383  0.011
H  -0.62063  -7.22980  -0.24916  0.095
C  -2.00558  7.15718  2.68613  0.082
C  -3.24604  6.75158  1.86657  -0.117
C  -3.10936  5.61735  0.92629  -0.448
O  -4.09981  5.22166  0.37193  0.096
C  -1.85446  4.93245  0.82794  0.105
C  -0.64631  5.38480  1.72494  -0.147
C  -0.76012  6.48498  2.62655  -0.429
O  0.21186  6.98515  3.18601  0.116
O  0.37380  4.54622  1.69313  0.103
O  -4.47854  7.30084  1.88315  0.131
H  -2.17672  7.92375  3.53444  0.144
H  -1.79174  4.05181  0.04814  0.154
H  0.56811  3.76985  1.11965  0.143
H  -5.03161  7.04083  1.23199  0.050
C  5.21337  0.22744  -0.77714  -0.051
C  5.46977  1.59043  -0.49723  -0.565
O  6.60233  2.08733  -0.28641  0.032
C  4.26010  2.42557  -0.34536  -0.049
H  4.59184  -0.36397  -0.11971  0.068
H  6.10135  -0.39697  -1.04207  0.091
H  4.50201  0.08981  -1.87450  0.189
H  3.39325  2.11378  0.41532  0.108
H  3.79582  2.53033  -1.30941  0.070
H  4.67054  3.41941  0.15353  0.125
C  3.96998  1.17522  3.23987  0.006
C  3.01006  0.85695  4.34546  -0.397
O  2.88664  1.67217  5.29218  0.043
C  2.02601  -0.21595  4.23408  -0.014
H  3.61512  1.93761  2.77146  0.019
H  4.37900  0.38949  2.66277  0.080
H  4.94848  1.38702  3.45349  0.068
H  1.67141  -0.43484  3.28556  0.027
H  1.16342  -0.08782  4.63212  0.015
H  2.27178  -1.28282  4.62807  0.150
C  -2.91791  -1.83119  -2.19445  -0.041
C  -3.85788  -2.66808  -1.50993  -0.426
O  -4.37552  -3.73558  -2.00502  -0.020
C  -4.12705  -2.45069  0.07392  -0.014
H  -2.73186  -2.22959  -3.21094  0.105
H  -1.98095  -1.70506  -1.49182  0.117
H  -3.31434  -0.88194  -2.43184  0.073
H  -5.11505  -1.97970  0.05996  0.063
H  -3.43912  -1.71501  0.46055  0.053
H  -4.51890  -3.40570  0.55775  0.102